Molecular formula: C16H33NOP2Rh
Method: DFT, ωB97M-V/def2-TZVPD

Results
* LUMO (alpha / beta): -2.7003 / -5.3848 eV
* gap between HOMO and LUMO (alpha / beta): 0.107 / 0.168 Eh
* spin multiplicity: 5
* net charge: +1
* E_tot: -1552.2151 Eh

Each line ends with the Löwdin charge.
Cartesian coordinates (Å):
Rh  0.718  -0.085  -1.093  0.350
H  -0.375  -0.789  0.345  0.061
H  -0.167  0.053  3.838  0.073
P  0.029  -2.274  -0.831  0.632
P  0.062  2.070  -0.882  0.668
C  1.252  2.988  0.163  -0.233
H  1.226  4.056  -0.091  0.062
H  0.992  2.867  1.223  0.041
H  2.267  2.608  0.001  0.037
C  0.116  2.949  -2.479  -0.247
H  -0.637  2.506  -3.140  0.048
H  -0.088  4.018  -2.344  0.062
H  1.107  2.809  -2.928  0.055
C  -1.525  2.488  -0.080  -0.222
H  -1.446  2.350  1.008  0.046
H  -1.799  3.529  -0.300  0.065
H  -2.305  1.823  -0.470  0.047
C  0.181  -2.876  -2.560  -0.250
H  0.277  -3.970  -2.586  0.057
H  -0.707  -2.578  -3.130  0.052
H  1.066  -2.421  -3.021  0.039
C  1.195  -3.338  0.083  -0.234
H  0.942  -3.311  1.150  0.057
H  1.134  -4.372  -0.283  0.062
H  2.220  -2.969  -0.048  0.044
C  -1.643  -2.839  -0.353  -0.249
H  -2.378  -2.417  -1.049  0.058
H  -1.707  -3.935  -0.360  0.063
H  -1.856  -2.469  0.657  0.042
C  2.221  -0.113  -0.030  -0.340
O  3.146  -0.135  0.691  0.069
H  -0.660  0.441  -1.809  -0.028
C  2.569  1.300  6.310  -0.025
N  2.431  0.895  4.944  -0.152
C  2.538  -0.498  4.639  -0.040
C  1.888  1.811  3.976  -0.170
C  0.409  2.106  4.119  -0.285
C  -0.016  3.420  4.375  -0.073
C  -1.383  3.687  4.513  -0.128
C  -2.321  2.661  4.368  -0.132
C  -1.889  1.350  4.106  -0.115
C  -0.520  1.072  4.005  -0.113
H  3.296  0.635  6.798  0.100
H  1.616  1.237  6.867  0.119
H  2.922  2.341  6.351  0.108
H  1.605  -1.047  4.866  0.108
H  2.764  -0.629  3.569  0.088
H  3.342  -0.932  5.250  0.103
H  2.453  2.753  4.080  0.135
H  2.085  1.377  2.979  0.100
H  0.732  4.199  4.470  0.103
H  -1.708  4.706  4.733  0.094
H  -3.385  2.872  4.461  0.093
H  -2.610  0.544  3.986  0.096